Arrangement i

{
  "formula": "CH8NO",
  "method": "the ωB97M-V functional and the def2-TZVPD basis",
  "multiplicity": 2,
  "homo_ev": [-23.46, -23.46],
  "orbital_gap_ha": [0.5182, 0.2527],
  "s2": 0.7530,
  "total_charge": 2,
  "symbols": ["O", "N", "C", "H", "H", "H", "H", "H", "H", "H", "H"],
  "positions_angstrom": [[1.1759, 0.5744, -2.1044], [-0.7347, -0.1252, 1.7614], [-0.5138, -0.6189, 0.3541], [-1.1635, -1.4708, 0.1976], [-0.2766, 0.7542, 2.0205], [-1.7243, 0.0540, 1.9882], [0.9379, 1.3798, -1.5497], [1.8726, 0.9539, -2.7409], [-0.4773, -0.7811, 2.5116], [-0.6570, 0.2044, -0.3360], [0.5552, -0.8530, 0.3456]]
}

Arrangement ii

{
  "formula": "CH8NO",
  "method": "the ωB97M-V functional and the def2-TZVPD basis",
  "multiplicity": 2,
  "homo_ev": [-24.63, -24.36],
  "orbital_gap_ha": [0.5885, 0.3221],
  "s2": 0.7543,
  "total_charge": 2,
  "symbols": ["O", "N", "C", "H", "H", "H", "H", "H", "H", "H", "H"],
  "positions_angstrom": [[-0.6256, 0.4743, 0.9608], [1.6900, 0.2194, -0.7051], [-1.5366, -0.4381, 0.4399], [-1.1350, 1.1082, 1.5390], [-1.5269, -1.3698, 1.0408], [1.3458, 0.0995, 0.2428], [-2.5753, -0.0966, 0.3022], [2.2199, -0.5840, -1.0833], [-1.2510, -0.6908, -0.6005], [2.4387, 0.9476, -0.7334], [0.9559, 0.3303, -1.4033]]
}

Which of them is the least stable? Correct choice: arrangement i.

Arrangement i

{
  "formula": "C6H8N2O3",
  "method": "the ωB97M-V functional and the def2-TZVPD basis",
  "smiles": "N/C=C/[C@H]1C=CC(O)=[N+]([O-])O1",
  "homo_ev": [-8.14, -8.14],
  "orbital_gap_ha": [0.3038, 0.3039],
  "total_charge": 0,
  "symbols": ["O", "O", "O", "N", "N", "C", "C", "C", "C", "C", "C", "H", "H", "H", "H", "H", "H", "H", "H"],
  "positions_angstrom": [[-0.7423, -0.1642, 1.5552], [-1.6126, -1.9019, 0.3185], [-2.8976, -0.3422, -1.3133], [-1.5231, -0.6819, 0.4385], [2.7783, -1.4831, -0.6863], [-1.7049, 1.5417, -0.4004], [1.2847, 0.2475, 0.1326], [1.6469, -1.0141, 0.0875], [-2.1590, 0.2019, -0.3090], [0.1412, 0.8232, 1.0260], [-0.5442, 1.8997, 0.2530], [-2.7304, -1.3147, -1.1009], [1.1215, -1.8296, 0.4178], [0.6535, 1.0891, 1.9496], [-2.1687, 2.0509, -1.2945], [1.9105, 1.0472, -0.3478], [3.1074, -2.3289, -0.2427], [3.4474, -0.7223, -0.7383], [-0.0087, 2.8817, 0.2543]]
}

Arrangement ii

{
  "formula": "C6H8N2O3",
  "method": "the ωB97M-V functional and the def2-TZVPD basis",
  "homo_ev": -9.42,
  "orbital_gap_ha": 0.3534,
  "total_charge": 0,
  "symbols": ["O", "O", "O", "N", "N", "C", "C", "C", "C", "C", "C", "H", "H", "H", "H", "H", "H", "H", "H"],
  "positions_angstrom": [[2.6292, 2.2210, -0.3161], [-0.2383, 4.2151, -0.6084], [-1.9208, 1.4907, -0.4887], [0.8156, -0.5429, -0.2811], [0.7637, -3.3858, 0.8260], [-0.4763, -1.2367, -0.0832], [0.1730, 2.8997, -0.5411], [-0.5197, 1.6801, -0.5925], [1.4557, 2.0035, -0.4899], [0.6158, 0.6717, -0.4573], [-0.3612, -2.4132, 0.9710], [-0.5582, -1.7830, 1.9674], [0.8934, -3.0754, -0.4990], [1.8265, -2.9909, 1.2520], [-1.3342, -2.9716, 0.7473], [0.5909, 4.7800, -0.5858], [-1.9908, 0.6129, -0.1947], [-0.9736, -1.5319, -0.9941], [-1.3908, -0.6432, 0.3683]]
}

Which of them is the least stable? Correct choice: arrangement ii.

Arrangement i

{
  "formula": "C15H44O7",
  "method": "the ωB97M-V functional and the def2-TZVPD basis",
  "smiles": "CC(C)O.CC(C)O.CC(C)O.CC(C)O.CO.CO.CO",
  "homo_ev": -9.43,
  "orbital_gap_ha": 0.3549,
  "total_charge": 0,
  "symbols": ["O", "O", "O", "O", "O", "O", "O", "C", "C", "C", "C", "C", "C", "C", "C", "C", "C", "C", "C", "C", "C", "C", "H", "H", "H", "H", "H", "H", "H", "H", "H", "H", "H", "H", "H", "H", "H", "H", "H", "H", "H", "H", "H", "H", "H", "H", "H", "H", "H", "H", "H", "H", "H", "H", "H", "H", "H", "H", "H", "H", "H", "H", "H", "H", "H", "H"],
  "positions_angstrom": [[1.7701, 3.9027, 1.1270], [3.8223, -6.0339, -2.6503], [-2.3751, 1.1705, 1.6546], [-0.8869, -0.6646, 0.2303], [-2.0507, 3.0172, 3.6798], [1.8303, 2.9924, -1.6273], [-1.0639, -1.1707, -2.7493], [0.3592, -0.6813, 0.9033], [-2.2438, 2.2157, 5.9712], [-0.5988, 1.2324, 4.3748], [-0.3412, -3.0896, -3.9427], [-0.3713, 1.9612, -1.6481], [-0.0177, 4.3243, -2.4946], [-3.7537, 0.9633, 1.3747], [0.7135, 3.7162, 2.0472], [-1.2531, -3.3021, -1.6074], [2.6214, -4.5995, -1.2222], [0.5970, 2.9274, -2.3334], [-0.4609, -2.4615, -2.5833], [-1.2984, 2.4820, 4.8070], [3.2257, -3.8511, -3.5531], [3.6467, -4.6305, -2.3261], [-3.8315, 0.1570, 0.6440], [-0.8934, -4.3346, -1.5898], [-1.3239, 0.5040, 4.0095], [0.5594, -2.3099, -2.1988], [-2.3115, -3.3179, -1.8831], [1.6395, 3.2702, -0.7194], [4.6857, -6.1399, -3.0584], [0.8262, 2.5607, -3.3371], [-1.3207, -3.2649, -4.3998], [-2.3055, 1.7902, 2.3954], [0.0113, 4.5419, 1.9207], [0.8962, 0.2623, 0.7723], [0.1158, 0.9880, -1.5731], [0.2345, -2.4414, -4.6010], [-1.4718, -0.0802, 0.7345], [2.5415, 3.4092, 1.4187], [-1.6847, 1.8723, 6.8450], [0.7121, 5.0365, -2.8720], [2.3851, -3.5798, -0.9163], [1.0450, 3.7401, 3.0885], [-0.8775, 4.2982, -3.1705], [-2.7695, 3.1260, 6.2685], [4.6109, -4.2635, -1.9592], [0.1053, 1.4171, 3.5623], [-0.4054, 4.6774, -1.5306], [-1.1594, -0.7987, -1.8613], [-2.9766, 1.4506, 5.7169], [0.1123, -4.0792, -3.8644], [3.0280, -5.1161, -0.3516], [-0.5507, 2.3029, -0.6232], [-0.5948, 3.2696, 5.0919], [-4.3089, 0.6891, 2.2727], [2.4440, -4.3665, -4.1129], [-0.0445, 0.8172, 5.2138], [-1.3092, 1.8682, -2.1892], [-1.2072, -2.8902, -0.5995], [4.0524, -3.6950, -4.2485], [0.2324, -0.8731, 1.9777], [0.9441, -1.5135, 0.5136], [-4.2016, 1.8446, 0.9039], [0.1642, 2.7943, 1.8415], [-2.1926, 3.9501, 3.8614], [1.7189, -5.1118, -1.5536], [2.8051, -2.8818, -3.2714]]
}

Arrangement ii

{
  "formula": "C15H44O7",
  "method": "the ωB97M-V functional and the def2-TZVPD basis",
  "smiles": "CC(C)O.CC(C)O.CC(C)O.CC(C)O.CO.CO.CO",
  "homo_ev": -9.09,
  "orbital_gap_ha": 0.3462,
  "total_charge": 0,
  "symbols": ["O", "O", "O", "O", "O", "O", "O", "C", "C", "C", "C", "C", "C", "C", "C", "C", "C", "C", "C", "C", "C", "C", "H", "H", "H", "H", "H", "H", "H", "H", "H", "H", "H", "H", "H", "H", "H", "H", "H", "H", "H", "H", "H", "H", "H", "H", "H", "H", "H", "H", "H", "H", "H", "H", "H", "H", "H", "H", "H", "H", "H", "H", "H", "H", "H", "H"],
  "positions_angstrom": [[0.2976, -0.9274, 0.0939], [-3.1618, 0.1019, 4.2828], [1.7295, -3.3302, -0.2017], [-0.4383, 0.4224, 5.2204], [-1.7299, 0.0729, -5.5055], [0.0960, 1.9769, -4.1573], [1.9113, 1.5532, 0.6795], [1.3846, 1.7678, -3.7019], [1.9293, 2.8734, -2.8913], [-2.4693, -0.1072, -4.2938], [-1.7354, 0.0999, 0.4552], [-1.5060, -1.5562, -1.4150], [3.9820, -3.9703, -0.5159], [-3.5954, 2.1901, 4.8538], [-3.9417, 0.6935, 5.1731], [3.3523, 1.1533, 0.6576], [2.6586, -2.8618, -2.3685], [-0.7776, -0.3845, -0.5678], [0.2422, 0.3403, 3.9945], [2.9884, -2.9587, -0.8240], [-3.7488, 0.1980, 6.5610], [2.0929, 1.4740, -4.9926], [0.5877, -0.3017, 0.7403], [-0.4352, 0.4707, -1.1849], [-4.2528, 0.8796, 7.0362], [-4.0605, 2.7823, 5.6678], [3.8325, 1.5646, -0.2105], [1.7070, 2.5244, 0.9745], [3.6367, -4.8289, -0.9927], [-2.1297, -0.3560, -6.2335], [-2.4604, -1.2157, -1.7505], [4.9231, -3.7365, -1.0434], [-4.9234, 0.4623, 4.8537], [-2.5189, -1.1347, -3.9309], [-4.0301, 2.6102, 3.9500], [1.2532, 0.8840, -3.1480], [4.1701, -3.8481, 0.6562], [-1.3489, 0.2396, 5.0096], [-0.8641, -1.9235, -2.2586], [-3.5614, 0.2010, 3.3047], [-1.9745, 0.7475, -3.5767], [-2.3131, -0.7213, 1.2006], [2.0979, 3.8634, -3.1569], [3.2493, -1.8865, -0.4326], [1.6291, 0.5113, -5.6429], [3.3115, 0.0518, 0.6030], [3.4858, -2.1805, -2.7871], [-1.3211, 0.9856, 0.9043], [1.2272, 2.8367, -2.0043], [1.2919, 0.6441, 4.0367], [-3.4473, 0.1561, -4.4006], [3.8642, 1.4681, 1.3005], [-1.8836, -2.3683, -0.8688], [-2.4847, 2.3940, 4.9524], [2.1152, 2.1444, -5.8140], [0.1456, -0.6894, 3.7269], [-2.3303, 0.8368, -0.0992], [-2.8543, 0.3632, 6.9197], [0.0487, 1.0033, 3.2787], [2.3991, -3.8491, -2.5803], [-4.1951, -0.7607, 6.7413], [1.1472, -2.4957, -0.0090], [2.9609, 2.5642, -2.3706], [3.1598, 1.2463, -4.7627], [1.7861, -2.1790, -2.5221], [-0.2005, 1.2185, -4.6129]]
}

Arrangement iii

{
  "formula": "C15H44O7",
  "method": "the ωB97M-V functional and the def2-TZVPD basis",
  "homo_ev": -6.85,
  "orbital_gap_ha": 0.2494,
  "total_charge": 0,
  "symbols": ["O", "O", "O", "O", "O", "O", "O", "C", "C", "C", "C", "C", "C", "C", "C", "C", "C", "C", "C", "C", "C", "C", "H", "H", "H", "H", "H", "H", "H", "H", "H", "H", "H", "H", "H", "H", "H", "H", "H", "H", "H", "H", "H", "H", "H", "H", "H", "H", "H", "H", "H", "H", "H", "H", "H", "H", "H", "H", "H", "H", "H", "H", "H", "H", "H", "H"],
  "positions_angstrom": [[-1.8057, -3.9046, -1.2034], [0.3618, -2.1884, 1.0669], [1.8378, -1.2160, 0.3211], [1.2466, 0.3967, -0.8813], [-1.2486, 3.0049, -0.6049], [-0.5361, -0.3891, -0.1818], [3.4953, 1.1662, 2.8231], [2.9552, 1.0209, -2.3610], [1.6107, 0.1976, -2.1699], [-3.2931, -2.2365, -1.7782], [-1.1344, -1.5093, 2.7316], [0.5108, 0.6957, -3.0953], [-1.8440, -2.0964, 0.3912], [3.7149, 1.8314, 0.4713], [-3.6033, 3.5219, -0.6850], [1.4044, 1.1909, 1.5819], [-2.6163, 1.1332, -0.3832], [-2.0070, -2.5521, -1.1027], [0.2891, -1.4413, 2.2778], [-2.5052, 2.6337, -0.1399], [1.2894, -2.2033, 3.1174], [2.9906, 1.0126, 1.5152], [1.0681, 0.6457, 2.4637], [-3.2732, 4.5553, -0.7903], [-2.3314, 2.8670, 0.9105], [3.3990, 0.5725, -3.2498], [-3.8597, 3.2941, -1.7197], [3.3094, -0.0163, 1.3482], [-1.3197, -1.3161, 3.7882], [-4.3633, 3.2718, 0.0552], [-0.4381, 0.2305, -0.9048], [0.9702, 0.8234, 0.6521], [-1.6671, 0.5991, -0.3396], [-0.7713, -2.1263, 0.5821], [-4.1069, -2.5655, -1.1319], [-1.5173, -2.5227, 2.6114], [-3.4074, -1.1611, -1.9144], [-1.2200, 3.9632, -0.6558], [1.4111, -1.1685, -0.5344], [0.9303, -3.2297, 3.1923], [-2.2655, -1.0980, 0.5080], [-2.3129, -2.7942, 1.0851], [-0.4552, 0.1968, -3.1734], [0.2960, 1.7641, -3.1184], [-0.9559, -4.1616, -1.5685], [0.3564, -0.5347, 0.1322], [3.6744, 1.3608, -0.5110], [0.6510, -0.4288, 2.0989], [3.7718, 0.9009, -1.6491], [-3.2520, 0.5804, 0.3085], [-1.1794, -2.1779, -1.7052], [0.7178, 1.1979, -0.8737], [3.3582, 2.8581, 0.3881], [2.7959, 2.0477, -2.6904], [3.2109, 2.0417, 3.0954], [1.0139, 2.1828, 1.8095], [1.1568, -1.8638, 0.6377], [-3.4889, -2.6856, -2.7519], [2.2785, -2.2820, 2.6661], [4.7714, 1.7816, 0.7348], [-2.9884, 0.9273, -1.3868], [-1.7185, -0.7966, 2.1494], [2.6409, -1.7118, 0.1615], [1.7949, -0.8526, -2.3962], [1.3636, -1.7082, 4.0856], [0.8390, 0.4706, -4.1101]]
}

Which of them is the least stable? Correct choice: arrangement iii.

Arrangement i

{
  "formula": "C12H14N2S",
  "method": "the ωB97M-V functional and the def2-TZVPD basis",
  "smiles": "Cn1cnc(CSCc2ccccc2)c1",
  "homo_ev": -8.22,
  "orbital_gap_ha": 0.3267,
  "total_charge": 0,
  "symbols": ["S", "N", "N", "C", "C", "C", "C", "C", "C", "C", "C", "C", "C", "C", "C", "H", "H", "H", "H", "H", "H", "H", "H", "H", "H", "H", "H", "H", "H"],
  "positions_angstrom": [[-1.1138, -0.9157, 1.8348], [-1.4555, -1.7449, -1.4403], [0.4074, -2.3707, -2.5098], [-0.6210, 3.8613, 0.7333], [-0.0653, 1.5981, 1.4676], [-0.5096, 2.4919, 0.4710], [-0.8265, -1.8085, -2.6040], [0.5176, -2.6819, -1.1425], [0.1668, 2.0829, 2.7584], [0.1248, 3.4782, 2.9780], [-0.6406, -2.3101, -0.4993], [-0.8859, -2.4650, 0.9442], [0.2011, 0.1607, 1.1678], [1.3737, -2.5313, -3.6051], [-0.2032, 4.3385, 1.9612], [-0.0997, -3.0061, 1.5727], [-1.2462, -1.3716, -3.5141], [2.2597, -1.8730, -3.3908], [1.3812, -3.0235, -0.6599], [-0.2587, 5.3890, 2.1982], [-0.9710, 4.4791, -0.0807], [-0.8095, 2.1668, -0.4812], [1.2109, -0.1556, 1.5466], [0.2975, -0.0447, 0.1069], [1.6621, -3.5825, -3.6636], [0.9239, -2.3280, -4.5736], [0.5966, 1.3783, 3.4640], [-1.8015, -3.1057, 1.0351], [0.3846, 3.8940, 3.9249]]
}

Arrangement ii

{
  "formula": "C12H14N2S",
  "method": "the ωB97M-V functional and the def2-TZVPD basis",
  "smiles": "NCCc1csc(Cc2ccccc2)n1",
  "homo_ev": -8.54,
  "orbital_gap_ha": 0.3359,
  "total_charge": 0,
  "symbols": ["S", "N", "N", "C", "C", "C", "C", "C", "C", "C", "C", "C", "C", "C", "C", "H", "H", "H", "H", "H", "H", "H", "H", "H", "H", "H", "H", "H", "H"],
  "positions_angstrom": [[-0.5779, -2.5487, -0.5605], [-1.2877, -0.3642, 0.4896], [-2.5596, 2.2570, 0.3114], [1.9907, 0.8783, -0.1559], [2.0378, -0.4086, 0.3619], [3.1142, -1.2714, 0.2904], [4.3295, 0.6251, -0.7488], [-3.6260, -0.0885, -0.1608], [3.1795, 1.5030, -0.4764], [-3.1737, 1.4401, -0.7311], [-0.2844, -1.2015, 0.4806], [-2.3839, -2.2826, -0.5976], [4.2701, -0.7072, -0.3983], [1.0441, -1.0228, 1.1901], [-2.4018, -0.9343, -0.0590], [1.2595, -1.9362, 1.7046], [1.2355, 1.6829, -0.0117], [5.3362, -1.1446, -0.5206], [5.3555, 1.0468, -1.0007], [-4.1365, 0.1139, 0.9004], [-4.1028, 2.1285, -0.7885], [3.3333, -2.2916, 0.8453], [-4.6215, -0.3469, -0.6548], [0.9642, -0.3185, 1.8754], [-3.6009, 2.4116, 0.8223], [-3.2210, -3.0073, -0.9327], [-2.5656, 1.3789, -1.6844], [3.0164, 2.6110, -0.7408], [-1.9230, 1.7979, 0.9504]]
}

Which of them is the least stable? Correct choice: arrangement ii.